Entry 1:
Here is C3H4Br2S as an isolated structure in a non-equilibrium geometry from OMol25. Energies are from the ωB97M-V functional and the def2-TZVPD basis.

Atoms and positions in Å:
C -0.30127 0.19232 0.61923
C -0.97628 -0.29930 -0.65761
C 1.14130 0.04295 0.30280
S 0.07015 0.68906 -1.80340
Br 1.85183 -1.66060 0.18831
Br 2.42025 1.35057 0.55114
H -0.52040 1.28998 0.83222
H -0.57337 -0.26051 1.47158
H -1.02149 -1.42011 -0.85916
H -2.09071 0.07564 -0.64512

Forces on atoms 1 to 2 (eV/Å):
-0.2 2.2 -1.6
-2.7 0.8 0.0

Output
energy above the lowest of the compared OMol25 structures with the same formula, charge and spin = 221.08 kJ/mol
max |F| = 4.1 eV Å⁻¹
frontier orbital gap (spin up / spin down) = 0.2755 / 0.2677 hartree
molecular weight = 231.9 g mol⁻¹

Entry 2:
Here is a 7-piece molecular cluster, H14O7 overall in a non-equilibrium geometry from OMol25. Energies are from the ωB97M-V functional and the def2-TZVPD basis.

Atoms and positions in Å:
O -1.56027 -0.32750 -0.48822
H -1.59893 0.51909 -0.95760
H -2.39398 -0.78099 -0.72525
O 1.24555 1.69582 -1.92090
H 1.86313 2.19521 -2.41830
H 1.47024 0.74381 -2.00276
O 0.66036 2.92297 0.69189
H 0.55369 2.44646 -0.16028
H 1.50185 3.36819 0.58296
O -1.06334 -0.46696 2.37367
H -1.52600 -0.72903 3.18308
H -1.60050 -0.56226 1.61555
O 1.58086 0.04576 1.20619
H 1.57486 1.00848 1.00690
H 0.80288 -0.04385 1.79713
O -1.84162 -3.16187 0.08153
H -1.39708 -3.98944 0.07961
H -1.11768 -2.55130 0.23940
O 1.22803 -1.03005 -1.58178
H 1.26351 -0.59536 -0.69941
H 0.35444 -0.70716 -1.90343

Forces on atoms 1 to 2 (eV/Å):
-0.7 0.0 -0.4
0.0 -0.1 0.3

Output
energy above the lowest of the compared OMol25 structures with the same formula, charge and spin = 107.91 kJ/mol
max |F| = 2.3 eV Å⁻¹
frontier orbital gap = 0.4159 hartree
molecular weight = 126.1 g mol⁻¹
SMILES = O.O.O.O.O.O.O

Entry 3:
Here is a 3-piece molecular cluster, C35H62BrClN4O2 overall in a non-equilibrium geometry from OMol25. Energies are from the ωB97M-V functional and the def2-TZVPD basis.

Atoms and positions in Å:
C 9.04817 -2.44546 2.10960
O 9.43168 -1.27105 2.86086
C 10.13763 -0.31687 2.01964
C 9.06694 0.80700 1.49055
C 9.01905 0.67002 -0.11056
C 7.70937 1.32478 -0.80257
C 6.75992 0.16533 -1.45324
C 6.19535 -0.76696 -0.26420
C 4.58800 -0.84881 -0.18630
C 4.06339 0.66912 0.08806
C 2.71748 0.73712 0.95852
C 1.49492 -0.11417 0.38439
C 0.88606 -1.21370 1.34351
C -0.32091 -2.06497 0.90885
C -0.95631 -3.15188 1.92174
C 0.14260 -4.00084 2.71721
O 0.92485 -4.83891 2.22989
Br 0.20758 -3.69822 4.70585
C -1.00081 -1.89030 -0.51409
N -2.11490 -2.75222 -0.80018
C -2.62997 -2.44909 -2.09338
C -2.08767 -1.36442 -3.06312
N -0.93812 -0.54094 -2.77365
C -0.40682 -0.82760 -1.46865
C 0.83775 0.03883 -1.00508
C 1.46298 1.13666 -2.01268
C 1.36098 2.64834 -1.42511
C 0.14678 3.48911 -2.11909
Cl 2.89358 3.64331 -1.76148
H 8.35702 -2.21172 1.21841
H 8.48321 -3.19808 2.77227
H 9.98157 -3.00465 1.71659
H 10.90707 0.26123 2.64455
H 10.59989 -0.86096 1.11917
H 9.37517 1.86781 1.80920
H 8.07348 0.56753 2.00979
H 9.09546 -0.41163 -0.48311
H 9.94089 1.23626 -0.51785
H 7.12921 2.03695 -0.11843
H 8.09399 1.93601 -1.70680
H 7.46717 -0.45059 -2.12208
H 5.95421 0.60633 -2.13247
H 6.54867 -0.28065 0.72748
H 6.69073 -1.80748 -0.27701
H 4.34932 -1.42460 0.79139
H 4.09201 -1.30458 -1.10796
H 4.03035 1.27976 -0.87629
H 4.89379 1.15467 0.73724
H 2.44336 1.84134 1.16000
H 2.98501 0.30604 2.00114
H 1.32599 -1.37479 2.38120
H -1.65129 -3.89812 1.40596
H -1.61453 -2.58804 2.69061
H -3.53846 -3.06302 -2.44666
H -2.63128 -1.21542 -4.06112
H 2.55805 0.88483 -2.29412
H 0.90391 1.16579 -3.02469
H 1.12429 2.54356 -0.31447
H -0.24703 4.18679 -1.28126
H -0.69638 2.80541 -2.49159
H 0.53358 4.20712 -2.93714
C -5.97336 -2.87577 7.22481
C -6.55387 -3.07016 5.82792
N -5.85499 -2.31792 4.79103
C -6.57514 -2.28353 3.51931
C -6.77379 -3.60521 2.78050
C -4.41751 -2.54650 4.68669
C -3.94172 -3.97617 4.43071
H -5.93448 -1.81634 7.49240
H -6.60167 -3.38485 7.96079
H -4.96747 -3.29465 7.31154
H -7.59489 -2.73247 5.86713
H -6.58143 -4.14246 5.60428
H -6.08298 -1.57333 2.84519
H -7.56476 -1.84911 3.70526
H -5.85378 -3.94330 2.30284
H -7.51195 -3.47164 1.98308
H -7.14353 -4.39807 3.43323
H -3.94718 -2.19359 5.61061
H -4.00169 -1.89324 3.91087
H -4.45941 -4.70946 5.05321
H -2.87402 -4.05222 4.66225
H -4.05899 -4.26097 3.38471
C -4.49731 6.10881 -5.88052
C -3.76077 4.94331 -5.22849
N -4.44175 4.39817 -4.05865
C -3.60829 3.48271 -3.28150
C -3.17240 2.17995 -3.94867
C -5.82175 3.96706 -4.25819
C -6.08631 2.89831 -5.31828
H -4.69537 6.90483 -5.15762
H -3.88649 6.52959 -6.68394
H -5.44623 5.79618 -6.32391
H -2.77945 5.32019 -4.92119
H -3.57662 4.17453 -5.98731
H -4.11566 3.24387 -2.33991
H -2.70454 4.02556 -2.97929
H -3.99244 1.46299 -4.00331
H -2.38125 1.70681 -3.35801
H -2.77491 2.33829 -4.95305
H -6.42231 4.84801 -4.50825
H -6.23660 3.62526 -3.30332
H -5.54509 3.08621 -6.24845
H -7.15330 2.88324 -5.56285
H -5.83058 1.90073 -4.96093

Forces on atoms 1 to 2 (eV/Å):
-0.1 -1.0 -0.4
0.5 -0.5 -1.2

Output
energy above the lowest of the compared OMol25 structures with the same formula, charge and spin = 858.15 kJ/mol
max |F| = 5.8 eV Å⁻¹
frontier orbital gap = 0.2551 hartree
molecular weight = 686.3 g mol⁻¹
SMILES = COCCCCCCCCCc1cc(CC(=O)Br)c2nccnc2c1C[C@H](C)Cl.CCN(CC)CC.CCN(CC)CC

Entry 4:
Here is C20H42NOP3Rh as an isolated structure in a non-equilibrium geometry from OMol25. Energies are from the ωB97M-V functional and the def2-TZVPD basis.

Atoms and positions in Å:
Rh 0.70329 -1.09525 0.12865
P 2.50239 -1.49307 1.27368
P 0.31370 4.00332 -0.78426
P -0.62558 -2.89979 0.52084
H 2.31833 -0.60227 -1.55825
C 1.21689 -0.51869 -1.67094
C 1.03363 0.82399 -2.38450
H 1.70459 1.59338 -1.96317
C 3.95195 -2.00056 0.30143
C 3.01463 0.04919 2.10266
C 2.50117 -2.72867 2.60941
C 0.61469 5.73919 -1.13693
C -1.08344 3.74011 0.30352
C 1.74904 3.24425 0.02081
C -2.34168 -2.54364 0.00934
C -0.79059 -3.42552 2.26419
C -0.14931 -4.39105 -0.40937
H 0.94023 -1.33504 -2.35323
H 1.32565 0.65992 -3.44470
H 4.80863 -2.12710 0.97401
H 4.18860 -1.24250 -0.45142
H 3.74588 -2.95333 -0.20182
H 3.78695 -0.18127 2.84602
H 2.15485 0.51483 2.60189
H 3.41891 0.75141 1.36263
H 2.27946 -3.72692 2.21400
H 1.76274 -2.47735 3.37820
H 3.49786 -2.74590 3.06891
H 0.40546 6.37270 -0.26058
H -0.03222 6.05434 -1.97189
H 1.66810 5.89387 -1.42227
H -0.82529 3.06057 1.13162
H -1.89244 3.29027 -0.29345
H -1.42169 4.69833 0.72947
H 2.62222 3.42280 -0.62337
H 1.63903 2.15829 0.19853
H 1.90311 3.72772 0.99905
H -3.03180 -2.83519 0.81401
H -2.58149 -3.09899 -0.90927
H -2.45175 -1.46717 -0.18007
H -1.78224 -3.87276 2.41183
H -0.69531 -2.55567 2.92700
H -0.01253 -4.15708 2.51477
H -0.94645 -4.63064 -1.12880
H -0.01021 -5.23035 0.28661
H 0.78935 -4.20096 -0.94422
C -1.37479 0.93269 -3.04701
C -1.62914 -0.33445 -2.52389
C -2.32131 -1.23641 -3.31930
C -3.04581 -0.77148 -4.42060
C -3.05783 0.59117 -4.71257
C -2.18336 1.46335 -4.06773
O -0.26637 1.64558 -2.63104
H 0.01619 3.37056 -2.01972
H -1.18068 -0.63788 -1.56403
H -2.30000 -2.30163 -3.08002
H -3.66654 -1.46712 -5.00104
H -3.72928 0.98441 -5.48909
H -2.04600 2.49360 -4.37859
C -2.14468 0.36729 4.46723
C -1.59867 1.20075 3.29427
C -0.85419 0.42427 2.33009
N -0.28352 -0.16830 1.51072
H -2.80715 -0.42753 4.10289
H -2.71579 0.99090 5.15911
H -1.31822 -0.08530 5.02918
H -2.42931 1.70429 2.77674
H -0.95085 1.99951 3.68387

Forces on atoms 1 to 2 (eV/Å):
-1.0 -0.7 -0.3
2.5 -0.5 1.5

Output
total charge = +3
⟨S²⟩ = 6.026
energy above the lowest of the compared OMol25 structures with the same formula, charge and spin = 0.00 kJ/mol
max |F| = 4.1 eV Å⁻¹
frontier orbital gap (spin up / spin down) = 0.2536 / 0.2073 hartree
2S+1 = 5
molecular weight = 508.4 g mol⁻¹